ORCA calculation (the ωB97M-V functional and the def2-TZVPD basis) on 3 unconnected molecules or ions with the total composition H6O3 at a distorted geometry.

```
! wB97M-V def2-TZVPD RIJCOSX def2/J DEFGRID3
* xyz 0 1
O 2.899 5.946 2.099
H 2.156 5.417 2.492
H 3.741 5.647 2.512
O 2.933 2.829 2.834
H 3.564 2.122 2.613
H 2.243 2.969 2.200
O 3.944 5.283 4.295
H 3.215 5.889 4.519
H 3.598 4.423 3.898
*
```

The HOMO-LUMO gap is 11.10 eV. As for the highest occupied orbital energy: -10.66 eV. As for the structure (SMILES): O.O.O. For the energy above the lowest of the compared OMol25 structures with the same formula, charge and spin, the calculation gives 0.796 eV. The total energy is -6239.457 eV.

Atomic partial charges in e from the Löwdin method, atoms 1 to 2:
1 O -0.114
2 H 0.041

ORCA calculation (the ωB97M-V functional and the def2-TZVPD basis) on a molecular structure, C11H20BrNOP2Rh.

```
! wB97M-V def2-TZVPD RIJCOSX def2/J DEFGRID3
* xyz 3 1
Rh -0.021 -0.129 -0.223
C -1.692 0.010 2.689
P -0.319 0.827 1.858
C 1.254 0.350 2.623
C -0.515 2.640 1.949
C 0.369 3.212 0.842
P -0.012 2.204 -0.637
C 1.268 2.358 -1.904
C -1.602 2.737 -1.312
H -1.760 0.380 3.717
H -1.533 -1.068 2.728
H -2.633 0.237 2.188
H 1.254 0.754 3.641
H 2.124 0.760 2.106
H 1.336 -0.735 2.688
H -0.282 3.023 2.944
H -1.571 2.861 1.764
H 1.432 3.098 1.076
H 0.196 4.274 0.659
H 1.452 3.429 -2.047
H 0.923 1.939 -2.850
H 2.212 1.897 -1.609
H -1.534 3.784 -1.620
H -2.396 2.644 -0.571
H -1.853 2.139 -2.188
O 0.176 -5.749 -2.374
C 0.281 -4.548 -1.899
C 1.511 -3.909 -1.597
C 1.512 -2.631 -1.104
N 0.351 -1.968 -0.900
C -0.798 -2.597 -1.186
Br -2.195 -1.319 -0.743
C -0.939 -3.848 -1.671
H 1.015 -6.217 -2.528
H 2.452 -4.420 -1.756
H 2.431 -2.112 -0.864
H -1.894 -4.308 -1.887
*
```

The HOMO-LUMO gap (spin up / spin down) is 6.74 / 6.74 eV. As for the highest occupied orbital energy (spin up / spin down): -19.59 / -19.59 eV. The total energy is -106869.514 eV.

Atomic partial charges in e from the Löwdin method, atoms 1 to 2:
1 Rh 0.551
2 C -0.202

ORCA calculation (the ωB97M-V functional and the def2-TZVPD basis) on a gas-phase ion, C6H12N (charge +1) at a distorted geometry.

```
! wB97M-V def2-TZVPD RIJCOSX def2/J DEFGRID3
* xyz 1 3
C -0.507 0.190 -0.371
C -1.181 1.500 -0.727
C 0.872 0.082 -0.954
C -1.088 -0.838 0.315
C 1.947 -0.655 -0.125
C 3.205 -0.199 0.188
N -2.492 -0.612 0.748
H -1.908 1.777 -0.025
H -1.759 1.383 -1.586
H 0.892 -0.753 -1.724
H 1.162 1.023 -1.424
H -0.730 -1.822 0.562
H 1.731 -1.575 0.368
H -0.423 2.249 -0.807
H 3.772 0.605 -0.148
H 3.670 -0.944 0.773
H -3.059 0.007 0.189
H -2.628 -0.229 1.687
H -2.989 -1.484 1.040
*
```

The HOMO-LUMO gap (spin up / spin down) is 6.12 / 5.81 eV. As for the highest occupied orbital energy (spin up / spin down): -10.01 / -12.63 eV. For the energy above the lowest of the compared OMol25 structures with the same formula, charge and spin, the calculation gives 1.996 eV. Its expectation value of S² is 2.007. The total energy is -7893.466 eV.

Atomic partial charges in e from the Löwdin method, atoms 1 to 2:
1 C -0.258
2 C -0.026

ORCA calculation (the ωB97M-V functional and the def2-TZVPD basis) on C6H9NO in the gas phase at a distorted geometry.

```
! wB97M-V def2-TZVPD RIJCOSX def2/J DEFGRID3
* xyz 0 1
C 1.092 -0.221 1.703
C 0.675 -0.470 -0.863
C -0.452 0.363 -0.934
N -0.737 1.300 -1.939
C 1.619 -1.208 -1.432
C -2.026 0.274 1.164
O 0.253 -0.809 0.688
C -1.018 0.085 0.315
H -0.997 2.215 -1.594
H -1.425 0.979 -2.610
H 0.537 -0.240 2.639
H 1.979 -0.846 1.778
H 1.348 0.807 1.438
H 1.651 -1.271 -2.510
H 2.405 -1.674 -0.857
H -1.970 -0.029 2.198
H -2.934 0.745 0.816
*
```

The HOMO-LUMO gap is 7.40 eV. As for the highest occupied orbital energy: -6.55 eV. For the energy above the lowest of the compared OMol25 structures with the same formula, charge and spin, the calculation gives 5.339 eV. The total energy is -9900.265 eV.

Atomic partial charges in e from the Löwdin method, atoms 1 to 2:
1 C -0.019
2 C -0.157

ORCA calculation (the ωB97M-V functional and the def2-TZVPD basis) on a molecular structure, C27H30BrN5O8Si2 at a distorted geometry.

```
! wB97M-V def2-TZVPD RIJCOSX def2/J DEFGRID3
* xyz 0 1
C -3.112 3.563 4.332
Si -4.061 2.373 3.238
O -3.106 1.567 2.109
Si -2.196 0.253 2.612
C -2.248 -1.018 1.216
N -1.665 -0.510 -0.048
C -0.359 0.775 2.724
C -0.093 2.025 3.532
O -0.201 3.113 3.034
Br 0.491 1.911 5.402
C -2.809 -0.505 4.243
C -3.944 -1.280 4.186
C -4.419 -1.805 5.370
C -3.697 -1.483 6.483
C -2.558 -0.726 6.456
N -2.094 -0.219 5.322
H -2.502 4.263 3.763
H -3.881 4.135 4.866
H -2.527 3.064 5.108
H -4.900 1.489 4.063
H -5.003 3.201 2.449
H -1.687 -1.915 1.496
H -3.286 -1.304 1.002
H -1.311 0.434 0.032
H -0.883 -1.069 -0.354
H 0.262 -0.049 3.081
H -0.053 1.007 1.702
H -4.462 -1.467 3.255
H -5.317 -2.403 5.417
H -4.043 -1.847 7.446
H -2.033 -0.503 7.376
C 5.398 -0.077 1.025
C 5.520 -1.437 1.285
C 4.388 -2.219 1.439
C 3.143 -1.625 1.325
C 3.005 -0.271 1.073
C 4.143 0.505 0.923
N 1.939 -2.453 1.462
O 2.083 -3.631 1.704
O 0.861 -1.904 1.319
H 6.285 0.530 0.900
H 6.500 -1.888 1.366
H 4.484 -3.275 1.641
H 2.030 0.185 0.989
H 4.049 1.563 0.722
C 2.439 -4.026 -4.200
C 3.508 -3.171 -3.966
C 3.303 -1.968 -3.313
C 2.026 -1.637 -2.899
C 0.950 -2.475 -3.129
C 1.161 -3.676 -3.785
N 1.808 -0.374 -2.191
O 2.763 0.353 -2.017
O 0.677 -0.125 -1.814
H 2.602 -4.969 -4.707
H 4.502 -3.445 -4.291
H 4.135 -1.303 -3.132
H -0.044 -2.205 -2.804
H 0.329 -4.341 -3.970
C -1.841 3.729 -5.729
C -0.961 3.763 -6.802
C 0.061 2.832 -6.891
C 0.184 1.875 -5.901
C -0.680 1.831 -4.821
C -1.698 2.767 -4.737
N 1.252 0.871 -6.000
O 2.012 0.939 -6.942
O 1.306 0.028 -5.127
H -2.642 4.454 -5.665
H -1.074 4.514 -7.572
H 0.746 2.860 -7.727
H -0.572 1.082 -4.049
H -2.382 2.744 -3.900
*
```

The HOMO-LUMO gap is 8.03 eV. As for the highest occupied orbital energy: -8.65 eV. The total energy is -138108.772 eV.

Atomic partial charges in e from the Löwdin method, atoms 1 to 2:
1 C -0.231
2 Si 0.518

ORCA calculation (the ωB97M-V functional and the def2-TZVPD basis) on CHN3O2 in the gas phase.

```
! wB97M-V def2-TZVPD RIJCOSX def2/J DEFGRID3
* xyz 0 1
O -1.417 -0.124 1.420
C -0.616 0.107 0.561
N 0.329 -0.701 -0.033
N 1.017 -0.036 -0.974
N 0.599 1.136 -1.026
O -0.421 1.296 -0.087
H 0.508 -1.677 0.138
*
```

The HOMO-LUMO gap is 11.61 eV. As for the highest occupied orbital energy: -10.96 eV. As for the structure (SMILES): O=c1[nH]nno1. For the energy above the lowest of the compared OMol25 structures with the same formula, charge and spin, the calculation gives 0.820 eV. The total energy is -9616.586 eV.

Atomic partial charges in e from the Löwdin method, atoms 1 to 2:
1 O 0.124
2 C -0.531

ORCA calculation (the ωB97M-V functional and the def2-TZVPD basis) on 2 unconnected molecules or ions with the total composition CH4N3P at a distorted geometry.

```
! wB97M-V def2-TZVPD RIJCOSX def2/J DEFGRID3
* xyz 0 1
C -0.167 1.011 -0.502
N 1.238 0.774 -0.031
N 1.502 -0.389 0.210
N 0.475 -1.213 0.049
P -1.074 -0.539 -0.228
H -0.782 1.787 -0.013
H -0.110 1.393 -1.511
H 0.736 -2.232 0.402
H -1.818 -0.592 1.623
*
```

The HOMO-LUMO gap is 8.95 eV. As for the highest occupied orbital energy: -8.73 eV. For the energy above the lowest of the compared OMol25 structures with the same formula, charge and spin, the calculation gives 3.528 eV. The total energy is -14857.218 eV.

Atomic partial charges in e from the Löwdin method, atoms 1 to 2:
1 C -0.461
2 N -0.068